The following is a DFT calculation (ωB97M-V/def2-TZVPD) of a 4-piece molecular cluster, C21H40F13N4O7P overall.

Results
Energy above the lowest of the compared OMol25 structures with the same formula, charge and spin   10.7 kcal per mole
2S+1   1
Structure (SMILES)   NP(O)OC(=O)OCCC(F)(F)C(F)(F)C(F)(F)C(F)(F)C(F)(F)C(F)(F)F.COC[C@@H](C)N.COC[C@@H](C)N.COC[C@@H](C)N
E_HOMO   -8.9682 eV

Last column: Löwdin charge in e.
Atoms and positions in Å:
N 4.724 0.552 5.280  -0.136
P 5.862 1.798 5.654  0.849
O 7.276 1.005 5.352  -0.277
O 5.640 3.006 4.423  -0.199
C 5.888 2.518 3.166  -0.694
O 6.972 2.513 2.763  0.187
O 4.810 2.111 2.451  -0.004
C 4.725 2.962 1.292  -0.124
C 3.577 2.637 0.313  -0.025
C 2.852 1.294 0.492  -0.434
F 2.112 1.318 1.600  0.149
F 1.957 1.301 -0.527  0.112
C 3.729 0.012 0.284  -0.340
F 3.111 -0.754 -0.601  0.163
F 4.842 0.403 -0.353  0.156
C 4.072 -0.904 1.494  -0.349
F 3.708 -0.477 2.685  0.169
F 3.440 -2.069 1.321  0.156
C 5.588 -1.318 1.622  -0.361
F 6.385 -0.279 1.760  0.185
F 5.645 -1.955 2.799  0.158
C 6.077 -2.353 0.558  -0.373
F 5.468 -2.275 -0.607  0.193
F 5.807 -3.563 1.046  0.170
C 7.622 -2.346 0.354  -0.635
F 8.208 -2.675 1.464  0.231
F 8.062 -1.228 -0.139  0.222
F 7.890 -3.280 -0.534  0.200
H 5.245 -0.151 4.749  0.020
H 4.029 0.960 4.654  0.027
H 7.938 1.632 5.020  0.060
H 4.559 3.983 1.659  0.139
H 5.657 3.017 0.726  0.132
H 2.787 3.375 0.466  0.134
H 3.906 2.742 -0.718  0.135
C 0.357 -5.914 -0.882  -0.073
C 1.224 -4.977 -0.048  -0.428
C 0.415 -3.993 0.814  -0.209
O -0.133 -2.899 0.104  -0.191
C -1.363 -3.164 -0.551  -0.107
N 2.158 -4.280 -0.937  0.050
H -0.089 -5.413 -1.741  0.063
H 0.957 -6.739 -1.268  0.074
H -0.449 -6.342 -0.281  0.077
H 1.807 -5.600 0.637  0.135
H 1.098 -3.551 1.546  0.112
H -0.365 -4.511 1.387  0.119
H -1.990 -3.856 0.016  0.090
H -1.186 -3.548 -1.559  0.074
H -1.899 -2.220 -0.650  0.073
H 2.796 -3.727 -0.371  0.046
H 1.625 -3.583 -1.451  0.071
C -4.623 -1.065 -2.811  -0.067
C -5.351 -1.980 -1.831  -0.430
C -6.882 -1.867 -1.905  -0.212
O -7.409 -0.715 -1.278  -0.188
C -7.381 0.459 -2.074  -0.111
N -4.849 -1.716 -0.478  0.044
H -4.637 -0.023 -2.492  0.057
H -3.576 -1.361 -2.897  0.069
H -5.068 -1.124 -3.807  0.079
H -5.091 -3.011 -2.094  0.133
H -7.310 -2.716 -1.364  0.120
H -7.240 -1.944 -2.941  0.119
H -7.557 0.243 -3.132  0.092
H -6.434 0.985 -1.940  0.048
H -8.176 1.119 -1.723  0.082
H -5.265 -2.388 0.162  0.075
H -5.237 -0.824 -0.179  0.070
C -6.434 4.223 -1.784  -0.065
C -5.449 4.005 -0.640  -0.423
C -4.479 5.179 -0.433  -0.208
O -3.422 5.242 -1.373  -0.190
C -3.749 5.869 -2.600  -0.106
N -4.734 2.742 -0.860  0.045
H -5.970 4.107 -2.764  0.068
H -7.245 3.496 -1.728  0.061
H -6.878 5.220 -1.735  0.080
H -6.036 3.907 0.278  0.137
H -3.995 5.047 0.539  0.122
H -5.013 6.137 -0.389  0.119
H -4.453 6.695 -2.461  0.091
H -4.152 5.145 -3.312  0.075
H -2.828 6.270 -3.024  0.087
H -4.147 2.553 -0.052  0.080
H -4.067 2.900 -1.613  0.075



The following is a DFT calculation (ωB97M-V/def2-TZVPD) of C19H25CoN3SSi as an isolated structure.

Results
Total charge   +1
Energy above the lowest of the compared OMol25 structures with the same formula, charge and spin   35.6 kcal per mole
2S+1   5
E_HOMO (alpha / beta)   -8.6072 / -11.0224 eV

Last column: Löwdin spin population.
Atoms and positions in Å:
C 0.601 1.612 0.674  0.064
C 0.948 1.556 -0.704  0.078
C -0.241 1.674 -1.456  0.080
H 1.932 1.503 -1.189  0.007
C -1.355 1.710 -0.570  0.079
C -0.833 1.720 0.783  0.074
H -1.479 1.589 1.658  0.004
H 1.309 1.456 1.510  0.006
H -0.342 1.829 -2.527  0.014
H -2.369 1.788 -0.918  0.005
Co -0.277 0.160 -0.133  2.407
C -0.468 -2.332 -2.869  0.084
H -1.192 -1.491 -2.832  0.025
H -0.637 -2.823 -1.932  0.007
H 0.460 -1.810 -2.752  0.037
Si 0.312 0.056 -4.512  0.490
C 1.484 -0.941 -5.639  0.050
C 2.523 -0.014 -5.894  0.033
H 2.474 0.988 -5.428  0.007
C 3.594 -0.304 -6.750  0.001
H 4.334 0.488 -6.958  -0.001
C 3.658 -1.574 -7.357  0.019
H 4.491 -1.788 -8.039  0.001
C 2.677 -2.553 -7.069  -0.002
H 2.757 -3.535 -7.568  0.000
C 1.598 -2.237 -6.207  0.016
H 0.856 -3.009 -6.017  0.001
C -1.236 0.242 -5.538  0.066
C -1.091 0.281 -6.946  0.023
H -0.219 -0.150 -7.463  0.001
C -2.058 0.987 -7.712  0.001
H -1.874 1.184 -8.808  0.000
C -3.220 1.482 -7.077  0.012
H -3.923 2.086 -7.653  0.001
C -3.462 1.186 -5.721  0.000
H -4.394 1.546 -5.253  0.000
C -2.495 0.489 -4.979  0.019
H -2.693 0.206 -3.943  0.004
H 0.909 1.286 -3.814  0.076
H -0.605 -3.029 -3.662  0.001
N 1.101 -1.405 0.347  0.063
N 0.630 -1.848 1.650  0.019
C -0.703 -1.918 1.761  0.037
N -1.207 -2.365 2.928  0.019
S -1.678 -1.480 0.425  0.064
H 1.222 -2.234 -0.275  0.004
H 2.027 -0.960 0.461  0.001
H 1.258 -2.422 2.245  0.001
H -2.193 -2.366 3.080  0.001
H -0.591 -2.472 3.731  0.001



The following is a DFT calculation (ωB97M-V/def2-TZVPD) of a 2-piece molecular cluster, C5H13NOSi overall.

Results
Energy above the lowest of the compared OMol25 structures with the same formula, charge and spin   83.3 kcal per mole
2S+1   1
E_HOMO (alpha / beta)   -9.0591 / -8.9016 eV

Last column: Löwdin charge in e.
Atoms and positions in Å:
C -1.733 -0.575 -0.034  -0.681
C -1.168 2.411 0.744  0.121
C 2.478 0.613 -0.166  -0.222
C 1.419 -2.306 -0.098  -0.203
C -0.490 0.032 -0.448  -0.101
N -2.844 -0.259 -0.765  0.143
O -1.801 -1.359 0.903  0.010
Si 1.064 -0.510 0.446  0.585
H -1.723 2.776 -0.093  -0.006
H -1.681 1.933 1.549  0.006
H -0.170 2.758 0.899  -0.010
H 3.442 0.209 0.121  0.017
H 2.476 0.707 -1.249  0.023
H 2.407 1.613 0.246  0.009
H 2.191 -2.774 0.510  0.020
H 0.518 -2.903 -0.001  0.018
H 1.743 -2.351 -1.136  0.025
H -0.475 0.550 -1.396  0.061
H -2.834 0.456 -1.468  0.090
H -3.732 -0.623 -0.462  0.104
H 0.913 -0.399 1.899  -0.006



The following is a DFT calculation (ωB97M-V/def2-TZVPD) of C12H45BaN20O11 as an isolated structure.

Results
Total charge   +1
2S+1   1
E_HOMO   -11.0395 eV

Last column: Löwdin charge in e.
Atoms and positions in Å:
Ba -2.511 -2.007 1.708  2.042
C 0.444 0.732 0.904  -0.105
C 0.853 -0.669 0.575  -0.412
O -0.195 -1.641 0.573  -0.597
H -0.163 0.842 1.814  0.074
H -0.257 0.972 0.075  0.049
H 1.231 1.507 0.986  0.081
H 1.648 -0.998 1.316  0.106
H 1.376 -0.733 -0.441  0.100
C 4.106 0.092 -4.021  -0.693
O 2.973 0.338 -3.637  -0.021
N 5.131 0.643 -3.412  0.172
N 4.239 -0.601 -5.196  0.184
H 6.090 0.378 -3.618  0.116
H 4.983 0.589 -2.394  0.134
H 5.118 -0.952 -5.490  0.092
H 3.489 -1.265 -5.331  0.071
C -1.297 -4.921 -0.001  -0.618
O -1.793 -4.557 1.150  -0.200
N -0.489 -4.194 -0.806  0.150
N -1.614 -6.051 -0.580  0.189
H 0.154 -4.732 -1.345  0.087
H -0.005 -3.434 -0.268  0.085
H -1.547 -6.100 -1.565  0.109
H -2.291 -6.659 -0.159  0.127
C -0.578 4.853 1.516  -0.648
O -0.107 4.400 2.573  -0.004
N -1.013 4.014 0.550  0.134
N -0.612 6.199 1.151  0.145
H -1.090 4.061 -0.458  0.060
H -0.686 3.042 0.725  0.075
H -1.392 6.598 0.654  0.095
H -0.370 6.791 1.912  0.083
C 0.427 2.698 -2.393  -0.611
O -0.652 3.152 -2.051  -0.019
N 1.595 2.729 -1.698  0.216
N 0.403 2.060 -3.686  0.137
H 2.332 2.202 -2.174  0.093
H 1.862 2.984 -0.799  0.041
H -0.400 2.205 -4.246  0.076
H 1.151 1.382 -3.923  0.069
C -3.153 -1.483 5.455  -0.648
O -3.398 -1.750 4.281  -0.176
N -1.862 -1.734 5.957  0.162
N -4.114 -0.935 6.212  0.177
H -1.372 -2.287 5.289  0.022
H -1.410 -1.378 6.824  0.128
H -4.924 -0.734 5.569  0.150
H -4.254 -1.015 7.165  0.080
C -2.570 -1.232 -1.805  -0.599
O -2.988 -2.027 -0.949  -0.157
N -1.445 -0.420 -1.729  0.176
N -3.232 -0.969 -3.026  0.138
H -1.143 0.333 -2.399  0.115
H -0.756 -0.829 -1.115  0.029
H -2.822 -0.830 -3.908  0.073
H -4.159 -1.425 -3.069  0.112
C 1.689 -2.997 -3.660  -0.563
O 2.449 -2.883 -4.616  0.013
N 0.571 -3.896 -3.746  0.151
N 2.009 -2.323 -2.474  0.175
H 0.285 -3.978 -4.680  0.075
H -0.145 -3.699 -3.071  0.043
H 1.289 -2.383 -1.768  0.048
H 2.432 -1.429 -2.606  0.051
C 0.522 -3.283 3.692  -0.645
O -0.683 -3.116 3.791  -0.089
N 1.229 -3.787 4.729  0.193
N 1.136 -3.016 2.512  0.166
H 0.726 -4.092 5.524  0.101
H 2.169 -3.897 4.905  0.079
H 0.518 -2.601 1.791  0.023
H 2.087 -3.330 2.351  0.119
C 3.591 4.529 0.588  -0.716
O 3.649 3.312 0.552  0.003
N 4.056 5.245 -0.440  0.157
N 3.040 5.287 1.562  0.174
H 4.625 4.821 -1.139  0.105
H 3.808 6.240 -0.415  0.117
H 2.466 4.977 2.345  0.110
H 3.317 6.236 1.582  0.085
C -4.352 1.149 0.809  -0.693
O -4.537 0.042 1.314  -0.110
N -3.148 1.744 1.105  0.157
N -5.238 1.851 0.121  0.204
H -2.882 1.475 2.053  0.110
H -2.831 2.666 0.731  0.092
H -5.925 1.276 -0.337  0.125
H -4.864 2.627 -0.346  0.096



The following is a DFT calculation (ωB97M-V/def2-TZVPD) of C4H6O2 as an isolated structure.

Results
Energy above the lowest of the compared OMol25 structures with the same formula, charge and spin   100.3 kcal per mole
2S+1   1
E_HOMO (alpha / beta)   -9.6919 / -9.6911 eV

Last column: Löwdin charge in e.
Atoms and positions in Å:
O 0.838 -1.563 0.879  -0.029
C 0.802 -0.411 0.033  -0.328
C -0.511 -0.292 -0.769  -0.058
C 0.307 0.845 0.742  0.064
C -1.061 0.826 0.163  -0.378
O -0.600 2.011 -0.278  -0.020
H 1.058 -2.327 0.317  0.104
H 1.767 -0.313 -0.472  0.141
H -0.342 0.045 -1.794  0.123
H -1.129 -1.174 -0.675  0.113
H 0.893 1.630 1.184  0.124
H -2.022 0.722 0.670  0.145



The following is a DFT calculation (ωB97M-V/def2-TZVPD) of a 2-piece molecular cluster, C2H8N2 overall.

Results
Energy above the lowest of the compared OMol25 structures with the same formula, charge and spin   30.7 kcal per mole
2S+1   1
Structure (SMILES)   C=NC.N
E_HOMO   -9.6361 eV

Last column: Löwdin charge in e.
Atoms and positions in Å:
N 1.477 3.327 -1.165  -0.042
H 2.452 3.436 -1.568  0.025
H 0.981 4.181 -0.876  0.002
H 0.945 2.800 -1.904  0.015
C -0.324 -1.015 1.554  -0.179
C -0.609 -1.712 -0.616  -0.095
N -1.145 -1.528 0.520  -0.094
H 0.605 -0.607 1.264  0.050
H 0.038 -1.882 2.205  0.104
H -0.856 -0.320 2.155  0.060
H 0.457 -1.866 -0.968  0.090
H -1.342 -1.967 -1.420  0.064



The following is a DFT calculation (ωB97M-V/def2-TZVPD) of a 6-piece molecular cluster, C4H18NO5 overall.

Results
Total charge   +1
Energy above the lowest of the compared OMol25 structures with the same formula, charge and spin   38.7 kcal per mole
2S+1   1
E_HOMO   -13.6674 eV

Last column: Löwdin charge in e.
Atoms and positions in Å:
C 1.057 -0.846 2.670  -0.027
C 1.725 -0.630 1.349  -0.332
C 2.968 -0.164 1.267  0.125
C -0.091 -1.345 0.019  0.164
N 1.005 -0.705 0.125  0.094
H 1.784 -0.698 3.460  0.090
H 0.328 -0.055 2.820  0.098
H 0.590 -1.815 2.839  0.092
H 3.472 0.037 0.329  0.081
H 3.577 0.061 2.130  0.087
H -0.516 -1.530 -0.944  0.100
H -0.599 -1.654 0.915  0.105
H 1.553 -0.430 -0.714  0.116
H -0.798 1.752 -1.692  0.035
H -1.487 0.921 -2.735  0.071
O -0.821 0.851 -2.037  -0.045
H 1.095 -0.546 -3.006  0.052
H 2.546 -0.176 -3.090  0.077
O 1.904 -0.560 -2.479  -0.041
H 0.205 3.589 0.848  0.044
H -0.124 4.360 -0.370  0.050
O -0.411 3.566 0.103  -0.056
H -2.411 0.896 -0.391  -0.007
H -3.166 1.762 0.674  0.054
O -2.873 0.866 0.458  -0.061
H -3.477 -2.128 0.512  0.061
H -3.095 -1.398 -0.712  0.034
O -2.792 -2.139 -0.170  -0.061



The following is a DFT calculation (ωB97M-V/def2-TZVPD) of a single C4H8O molecule.

Results
Energy above the lowest of the compared OMol25 structures with the same formula, charge and spin   63.3 kcal per mole
2S+1   1
Structure (SMILES)   C=CCCO
E_HOMO   -9.6502 eV

Last column: Löwdin charge in e.
Atoms and positions in Å:
C 0.781 0.749 1.165  -0.317
C 0.116 -0.528 0.633  -0.173
C -0.343 -0.171 -0.867  -0.158
C -0.371 -0.952 -1.976  -0.021
H -1.307 1.413 1.102  0.239
H 1.598 1.115 0.578  0.105
H 1.288 0.490 2.109  0.111
H 0.678 -1.508 0.647  0.124
H -0.735 -0.624 1.254  0.075
H -0.630 0.920 -0.831  0.096
H -0.178 -2.111 -2.011  0.091
H -0.721 -0.591 -2.881  0.005
O -0.177 1.798 1.078  -0.178



Sequential DFT total energy output: -87333.7899 -80907.4528 -16808.9055 -66200.5623 -8336.1109 -5182.4084 -16160.7878 -6322.4212 eV